(1)
C19H25N6RhS2 as an isolated structure at a distorted geometry, computed with wB97M-V/def2-TZVPD.

Calculated values
frontier orbital gap (alpha / beta): 5.5 / 5.5 eV
E_HOMO (alpha / beta): -13.4296 / -13.4282 eV
ΔE to the lowest compared entry with this formula, charge and spin: 5.3 kcal/mol

Geometry as ORCA input:
```
! wB97M-V def2-TZVPD RIJCOSX def2/J DEFGRID3
* xyz 2 1
Rh 0.119 -1.086 1.332
C 2.994 -1.402 1.655
C 2.444 -2.356 2.700
N 1.019 -2.026 2.973
C 0.196 -3.189 3.380
C 0.060 -4.185 2.239
S -0.117 -3.370 0.612
C 1.519 -3.638 -0.163
C 2.184 -2.326 -0.537
N 2.064 -1.273 0.499
H 3.981 -1.734 1.320
H 3.108 -0.406 2.089
H 3.032 -2.282 3.617
H 2.508 -3.389 2.370
H 0.993 -1.360 3.744
H -0.786 -2.799 3.651
H 0.618 -3.682 4.262
H -0.841 -4.779 2.387
H 0.891 -4.884 2.162
H 1.360 -4.217 -1.072
H 2.113 -4.260 0.502
H 1.713 -1.927 -1.436
H 3.237 -2.513 -0.773
H 2.278 -0.390 0.039
S -0.856 0.358 2.665
C -1.524 1.418 1.495
N -2.270 2.428 1.920
N -2.755 3.330 1.141
C -2.180 4.077 0.086
C -3.028 4.975 -0.551
C -2.542 5.755 -1.589
C -1.214 5.652 -1.969
C -0.365 4.776 -1.301
C -0.839 3.979 -0.274
N -1.357 1.167 0.155
N -0.765 0.069 -0.121
C -0.626 -0.144 -1.537
C -0.758 -1.426 -2.056
C -0.664 -1.616 -3.427
C -0.425 -0.534 -4.263
C -0.300 0.743 -3.733
C -0.411 0.949 -2.368
H -3.638 3.685 1.494
H -4.060 5.064 -0.238
H -3.201 6.449 -2.090
H -0.831 6.270 -2.767
H 0.680 4.728 -1.573
H -0.162 3.338 0.270
H -1.019 -2.254 -1.414
H -0.798 -2.605 -3.842
H -0.347 -0.684 -5.330
H -0.123 1.586 -4.386
H -0.308 1.940 -1.946
*
```

(2)
C52H66BN7OS3TeTi as an isolated structure, computed with wB97M-V/def2-TZVPD.

Calculated values
⟨S²⟩: 0.759
frontier orbital gap (alpha / beta): 7.2 / 6.0 eV
E_HOMO (alpha / beta): -9.7396 / -9.7211 eV
ΔE to the lowest compared entry with this formula, charge and spin: 16.5 kcal/mol

Geometry as ORCA input:
```
! wB97M-V def2-TZVPD RIJCOSX def2/J DEFGRID3
* xyz 1 2
Ti -0.076 -0.806 -0.048
C -0.916 1.147 -4.953
C -1.520 1.698 -3.707
C -2.358 2.762 -3.703
C -2.926 3.235 -2.487
N -2.656 2.669 -1.345
N -1.802 1.618 -1.333
B -1.555 0.866 0.032
N -2.960 0.242 0.495
N -3.834 1.140 0.955
C -4.964 0.729 1.472
C -5.273 -0.647 1.524
C -4.407 -1.570 1.016
C -4.698 -3.032 1.040
C -3.175 -1.083 0.489
S -2.028 -2.252 -0.111
C -5.898 1.819 1.965
C -7.016 1.250 2.834
C -6.510 2.493 0.736
C -5.095 2.839 2.774
N -1.134 1.850 1.215
N -1.181 3.167 1.048
C -0.738 3.939 2.016
C -0.290 3.395 3.237
C -0.263 2.042 3.419
C 0.222 1.402 4.676
C -0.664 1.251 2.318
S -0.534 -0.480 2.359
C -0.791 5.432 1.749
C 0.118 6.205 2.706
C -0.338 5.708 0.317
C -2.238 5.885 1.964
C -1.246 1.097 -2.435
S -0.250 -0.306 -2.412
C -3.909 4.390 -2.529
C -3.265 5.567 -3.273
C -5.158 3.921 -3.281
C -4.289 4.857 -1.135
H -1.253 1.713 -5.818
H 0.171 1.183 -4.902
H -1.188 0.101 -5.085
H -2.617 3.247 -4.632
H -6.202 -0.974 1.963
H -5.681 -3.217 1.465
H -4.664 -3.449 0.035
H -3.950 -3.561 1.627
H -7.667 0.570 2.285
H -6.630 0.729 3.709
H -7.640 2.069 3.191
H -7.130 1.797 0.174
H -7.136 3.328 1.042
H -5.732 2.861 0.074
H -4.676 2.389 3.672
H -4.279 3.249 2.185
H -5.748 3.655 3.076
H 0.056 4.045 4.024
H 0.456 2.153 5.424
H -0.528 0.721 5.078
H 1.112 0.804 4.477
H 1.147 5.850 2.662
H 0.122 7.257 2.425
H -0.222 6.154 3.738
H 0.726 5.512 0.202
H -0.870 5.085 -0.396
H -0.520 6.753 0.076
H -2.526 5.783 3.009
H -2.348 6.930 1.685
H -2.927 5.293 1.369
H -3.058 5.341 -4.315
H -3.941 6.421 -3.257
H -2.333 5.869 -2.796
H -4.930 3.612 -4.300
H -5.630 3.081 -2.771
H -5.882 4.731 -3.336
H -3.442 5.321 -0.645
H -5.083 5.597 -1.210
H -4.624 4.044 -0.501
C 6.578 -8.340 2.024
C 5.621 -7.239 1.677
C 4.472 -7.485 0.941
C 3.583 -6.472 0.602
C 2.360 -6.823 -0.194
C 3.864 -5.171 1.019
Te 2.416 -3.649 0.544
N 1.821 -1.415 0.016
C 2.217 -0.172 0.161
O 1.298 0.732 0.068
C 3.604 0.276 0.419
C 4.328 -0.271 1.467
C 5.630 0.144 1.702
C 6.208 1.094 0.873
C 5.478 1.645 -0.171
C 4.170 1.250 -0.393
C 2.821 -3.712 -1.515
C 4.104 -3.384 -1.956
C 5.219 -2.996 -1.031
C 4.352 -3.417 -3.321
C 3.368 -3.744 -4.244
C 3.665 -3.750 -5.713
C 2.101 -4.040 -3.771
C 1.801 -4.024 -2.414
C 0.386 -4.340 -2.024
C 4.995 -4.895 1.782
C 5.357 -3.532 2.282
C 5.861 -5.939 2.093
H 6.214 -9.306 1.682
H 6.729 -8.397 3.101
H 7.551 -8.169 1.567
H 4.256 -8.495 0.619
H 2.291 -7.901 -0.314
H 2.384 -6.377 -1.189
H 1.438 -6.487 0.294
H 3.856 -0.996 2.116
H 6.188 -0.269 2.530
H 7.225 1.412 1.047
H 5.929 2.391 -0.810
H 3.588 1.684 -1.192
H 4.883 -2.324 -0.227
H 5.998 -2.473 -1.581
H 5.664 -3.875 -0.563
H 5.344 -3.168 -3.672
H 4.735 -3.708 -5.895
H 3.211 -2.892 -6.207
H 3.272 -4.646 -6.189
H 1.317 -4.292 -4.472
H -0.289 -3.539 -2.341
H 0.247 -4.490 -0.950
H 0.052 -5.252 -2.519
H 4.531 -2.824 2.208
H 6.190 -3.115 1.713
H 5.661 -3.581 3.326
H 6.744 -5.725 2.680
*
```

(3)
A 3-piece molecular cluster, C22H21F2N3 overall at a distorted geometry, computed with wB97M-V/def2-TZVPD.

Calculated values
SMILES: CNCc1cnc2ccccc2n1.Fc1ccccc1.Fc1ccccc1
frontier orbital gap: 8.2 eV
E_HOMO: -8.8336 eV

Geometry as ORCA input:
```
! wB97M-V def2-TZVPD RIJCOSX def2/J DEFGRID3
* xyz 0 1
C 1.187 -1.709 -2.104
N 2.033 -0.913 -3.034
C 1.788 0.551 -2.934
C 0.267 0.846 -2.592
C -0.116 1.509 -1.310
N -1.403 1.798 -0.880
C -2.303 1.361 -1.847
C -3.774 1.583 -1.560
C -4.818 1.175 -2.504
C -4.455 0.534 -3.812
C -3.049 0.314 -4.106
C -1.963 0.735 -3.143
N -0.649 0.473 -3.530
H 1.667 -2.729 -2.033
H 1.189 -1.251 -1.076
H 0.140 -1.906 -2.491
H 1.737 -1.202 -3.976
H 2.497 1.073 -2.234
H 1.924 0.960 -3.983
H 0.725 1.785 -0.610
H -4.117 2.049 -0.596
H -5.911 1.327 -2.301
H -5.201 0.180 -4.568
H -2.732 -0.183 -5.065
F 2.237 -4.173 -0.538
C 1.578 -4.031 0.625
C 0.196 -4.088 0.632
C -0.485 -3.946 1.835
C 0.224 -3.738 3.013
C 1.612 -3.678 2.991
C 2.295 -3.831 1.791
H -0.339 -4.242 -0.297
H -1.567 -3.997 1.853
H -0.309 -3.623 3.950
H 2.163 -3.512 3.909
H 3.377 -3.795 1.756
F 2.918 1.201 3.978
C 2.059 2.194 3.689
C 2.133 3.380 4.395
C 1.249 4.408 4.092
C 0.296 4.232 3.094
C 0.226 3.033 2.393
C 1.119 2.009 2.690
H 2.877 3.496 5.174
H 1.303 5.345 4.633
H -0.395 5.035 2.863
H -0.519 2.891 1.618
H 1.089 1.070 2.151
*
```

(4)
A 3-piece molecular cluster, C3H11NO3 overall at a distorted geometry, computed with wB97M-V/def2-TZVPD.

Calculated values
SMILES: CCC(N)=O.O.O
frontier orbital gap: 10.6 eV
E_HOMO: -9.9965 eV
ΔE to the lowest compared entry with this formula, charge and spin: 22.2 kcal/mol

Geometry as ORCA input:
```
! wB97M-V def2-TZVPD RIJCOSX def2/J DEFGRID3
* xyz 0 1
C 0.705 -0.520 1.783
C -0.295 -0.230 0.641
C 0.137 0.984 -0.074
N 0.567 2.118 0.546
O 0.030 1.035 -1.305
H 1.646 -0.919 1.362
H 1.177 0.332 2.273
H 0.300 -1.255 2.490
H -1.320 -0.304 1.028
H -0.296 -1.107 0.001
H 0.593 2.244 1.541
H 0.956 2.792 -0.090
O 1.435 -1.010 -2.783
H 1.664 -0.083 -2.705
H 0.719 -1.116 -2.150
O -2.755 -0.918 -0.518
H -2.545 -1.791 -0.827
H -2.719 -0.252 -1.212
*
```

(5)
C3H4N2O4 as an isolated structure at a distorted geometry, computed with wB97M-V/def2-TZVPD.

Calculated values
frontier orbital gap (alpha / beta): 7.6 / 7.6 eV
E_HOMO (alpha / beta): -8.2043 / -8.2040 eV
ΔE to the lowest compared entry with this formula, charge and spin: 78.9 kcal/mol

Geometry as ORCA input:
```
! wB97M-V def2-TZVPD RIJCOSX def2/J DEFGRID3
* xyz 0 1
C -0.906 -0.190 0.178
N -0.680 1.108 -0.123
N 1.634 -0.114 -0.214
C 0.855 -1.099 -0.237
C 0.820 1.511 -0.202
O -1.052 -0.466 1.519
O -1.766 -0.873 -0.613
O 0.613 -2.254 -0.467
O 1.294 2.466 0.295
H -0.827 0.337 2.008
H -1.425 -1.790 -0.667
H -1.153 1.431 -0.959
H 2.593 -0.066 -0.519
*
```

(6)
C12H25F3IrNO5P2S as an isolated structure at a distorted geometry, computed with wB97M-V/def2-TZVPD.

Calculated values
⟨S²⟩: 6.029
frontier orbital gap (alpha / beta): 4.3 / 5.3 eV
E_HOMO (alpha / beta): -4.0940 / -8.4094 eV
ΔE to the lowest compared entry with this formula, charge and spin: 0.0 kcal/mol

Geometry as ORCA input:
```
! wB97M-V def2-TZVPD RIJCOSX def2/J DEFGRID3
* xyz 0 5
C 2.624 -2.361 -1.409
C 1.455 -1.780 -0.919
N 1.394 -0.466 -0.633
C 2.523 0.260 -0.678
C 3.742 -0.275 -1.113
C 3.789 -1.610 -1.483
C 0.211 -2.625 -0.752
P -1.239 -1.558 -0.485
Ir -0.631 0.539 -0.031
P 0.903 2.104 0.655
C 2.479 1.711 -0.300
O 0.826 -3.854 2.183
O 1.656 -0.924 2.468
H 2.609 -3.423 -1.604
H 4.628 0.384 -1.170
H 4.718 -2.060 -1.818
C -2.132 -1.567 -2.019
C -2.340 -2.374 0.737
H 3.319 2.018 0.349
H 2.511 2.390 -1.162
H 0.274 -3.249 0.143
H 0.064 -3.281 -1.597
C 0.307 3.712 0.126
C 1.398 2.202 2.365
H 0.761 -0.886 2.102
H 1.380 -1.010 3.397
H 1.074 -2.914 2.199
H 1.549 -4.309 1.740
H -0.568 0.939 -1.603
H -0.538 0.700 1.501
H -2.224 -2.580 -2.398
H -3.116 -1.123 -1.904
H -1.584 -0.976 -2.743
H -2.712 -3.324 0.322
H -1.781 -2.589 1.661
H -3.190 -1.701 0.948
H 2.208 2.906 2.493
H 0.531 2.517 2.936
H 1.707 1.214 2.698
H 1.028 4.504 0.384
H 0.111 3.729 -0.959
H -0.652 3.903 0.640
F -4.958 2.860 -1.784
C -3.691 2.555 -1.443
F -3.146 1.784 -2.431
F -2.960 3.690 -1.361
S -3.656 1.662 0.198
O -4.442 2.424 1.126
O -4.036 0.297 -0.110
O -2.186 1.811 0.540
*
```

(7)
The molecule C26H32N2O3 at a distorted geometry, computed with wB97M-V/def2-TZVPD.

Calculated values
SMILES: O=C(c1ccc2c(c1)OCO2)[C@H]1CCCN(C2CCN(CCc3ccccc3)CC2)C1
frontier orbital gap: 8.6 eV
E_HOMO: -8.0212 eV
ΔE to the lowest compared entry with this formula, charge and spin: 18.0 kcal/mol

Geometry as ORCA input:
```
! wB97M-V def2-TZVPD RIJCOSX def2/J DEFGRID3
* xyz 0 1
O 5.343 0.126 0.115
C 4.153 0.095 -0.113
C 3.311 1.322 -0.023
C 3.707 2.300 0.885
C 2.956 3.446 1.117
C 1.792 3.584 0.398
C 1.400 2.623 -0.538
C 2.137 1.492 -0.772
O 0.219 3.009 -1.117
C -0.124 4.237 -0.513
O 0.870 4.590 0.426
C 3.403 -1.189 -0.367
C 4.318 -2.375 -0.657
C 3.472 -3.638 -0.792
C 2.641 -3.848 0.480
N 1.817 -2.717 0.842
C 0.444 -2.666 0.376
C 0.190 -1.945 -0.957
C -1.309 -1.965 -1.293
N -2.136 -1.383 -0.258
C -2.111 0.067 -0.215
C -3.246 0.648 -1.079
C -4.578 0.330 -0.468
C -5.146 -0.926 -0.641
C -6.350 -1.243 -0.037
C -7.004 -0.307 0.746
C -6.446 0.946 0.924
C -5.239 1.260 0.323
C -1.914 -2.054 1.003
C -0.447 -2.026 1.451
C 2.575 -1.500 0.914
H 4.625 2.142 1.429
H 3.264 4.194 1.828
H 1.829 0.796 -1.533
H -1.095 4.138 -0.003
H -0.197 5.021 -1.284
H 2.720 -1.056 -1.206
H 4.889 -2.192 -1.570
H 5.031 -2.487 0.162
H 2.811 -3.548 -1.657
H 4.114 -4.507 -0.950
H 2.006 -4.730 0.377
H 3.332 -4.024 1.315
H 0.122 -3.709 0.262
H 0.512 -0.907 -0.870
H 0.747 -2.421 -1.766
H -1.486 -1.426 -2.227
H -1.634 -3.001 -1.433
H -2.261 0.396 0.816
H -1.157 0.486 -0.565
H -3.110 1.728 -1.156
H -3.181 0.219 -2.080
H -4.632 -1.657 -1.246
H -6.781 -2.224 -0.178
H -7.946 -0.553 1.215
H -6.951 1.682 1.534
H -4.807 2.241 0.468
H -2.555 -1.596 1.760
H -2.233 -3.095 0.880
H -0.146 -0.990 1.618
H -0.327 -2.567 2.390
H 1.910 -0.665 1.137
H 3.285 -1.598 1.745
*
```

(8)
The molecule C3H5NO at a distorted geometry, computed with wB97M-V/def2-TZVPD.

Calculated values
SMILES: O=C1CNC1
frontier orbital gap: 10.7 eV
E_HOMO: -9.7276 eV
ΔE to the lowest compared entry with this formula, charge and spin: 33.4 kcal/mol

Geometry as ORCA input:
```
! wB97M-V def2-TZVPD RIJCOSX def2/J DEFGRID3
* xyz 0 1
O -2.208 -0.003 0.014
C -0.999 0.008 0.030
C 0.071 -1.080 0.085
N 1.134 -0.028 0.135
C 0.103 1.093 0.061
H -0.014 -1.675 1.021
H 0.038 -1.693 -0.877
H 1.734 -0.103 -0.686
H 0.121 1.768 -0.798
H 0.021 1.712 1.015
*
```

(9)
The molecule C16H31N3O2, computed with wB97M-V/def2-TZVPD.

Calculated values
SMILES: CC(C)(C)C(=O)NCCN1CCN(C(=O)C(C)(C)C)CC1
frontier orbital gap: 9.5 eV
E_HOMO: -8.8625 eV
ΔE to the lowest compared entry with this formula, charge and spin: 0.0 kcal/mol

Geometry as ORCA input:
```
! wB97M-V def2-TZVPD RIJCOSX def2/J DEFGRID3
* xyz 0 1
C -3.802 -3.771 0.534
C -2.382 -3.917 1.089
C -1.357 -3.861 -0.052
C -2.259 -5.253 1.823
C -2.022 -2.794 2.073
O -1.395 -2.985 3.095
N -2.421 -1.555 1.704
C -2.084 -0.391 2.493
C -0.647 0.108 2.285
N -0.517 0.995 1.140
C 0.670 1.826 1.229
C 0.690 2.832 0.074
N 0.690 2.135 -1.188
C 1.650 2.001 -2.140
O 1.468 1.230 -3.068
C 2.941 2.841 -2.088
C 2.632 4.342 -2.144
C 3.807 2.469 -0.878
C 3.744 2.490 -3.349
C -0.486 1.291 -1.281
C -0.511 0.288 -0.130
H -3.883 -2.957 -0.185
H -4.083 -4.687 0.018
H -4.515 -3.601 1.338
H -1.404 -2.911 -0.581
H -0.351 -3.985 0.342
H -1.549 -4.660 -0.765
H -3.027 -5.333 2.589
H -2.368 -6.082 1.127
H -1.291 -5.322 2.310
H -2.931 -1.426 0.847
H -2.187 -0.680 3.543
H -2.786 0.411 2.263
H 0.024 -0.763 2.217
H -0.367 0.679 3.172
H 0.646 2.371 2.176
H 1.594 1.220 1.197
H 1.549 3.485 0.179
H -0.222 3.439 0.127
H 3.564 4.897 -2.232
H 2.106 4.707 -1.268
H 2.022 4.559 -3.018
H 3.919 1.388 -0.821
H 4.797 2.905 -0.997
H 3.404 2.821 0.067
H 3.161 2.703 -4.241
H 3.990 1.432 -3.359
H 4.664 3.069 -3.381
H -0.457 0.771 -2.239
H -1.377 1.926 -1.230
H -1.416 -0.312 -0.206
H 0.362 -0.384 -0.213
*
```

(10)
A 2-piece molecular cluster, C9H13N3 overall at a distorted geometry, computed with wB97M-V/def2-TZVPD.

Calculated values
frontier orbital gap: 8.9 eV
E_HOMO: -8.2534 eV
ΔE to the lowest compared entry with this formula, charge and spin: 82.8 kcal/mol

Geometry as ORCA input:
```
! wB97M-V def2-TZVPD RIJCOSX def2/J DEFGRID3
* xyz 0 1
C 2.720 0.678 -0.796
C 1.041 -2.195 0.556
C 1.924 -1.645 -0.305
C 0.596 -1.204 1.407
C 2.055 -0.312 -0.063
C 0.954 1.304 1.450
C -2.430 0.534 0.421
C -1.376 -0.512 -1.666
C -1.049 1.910 -0.980
N 3.211 1.449 -1.499
N 1.148 -0.059 1.009
N -1.663 0.775 -0.781
H 0.675 -3.200 0.649
H 2.516 -2.101 -0.941
H -0.050 -1.403 2.177
H 0.013 1.293 2.040
H 1.777 1.809 1.881
H 0.553 1.842 0.574
H -1.950 1.129 1.321
H -3.428 0.960 0.382
H -2.558 -0.446 0.707
H -2.062 -1.254 -1.363
H -1.810 -0.297 -2.610
H -0.359 -0.833 -1.719
H -0.449 1.776 -1.852
*
```

(11)
A 2-piece molecular cluster, H5O2PSSi overall at a distorted geometry, computed with wB97M-V/def2-TZVPD.

Calculated values
SMILES: O[SiH3].OP=S
frontier orbital gap: 8.7 eV
E_HOMO: -9.1230 eV
ΔE to the lowest compared entry with this formula, charge and spin: 8.6 kcal/mol

Geometry as ORCA input:
```
! wB97M-V def2-TZVPD RIJCOSX def2/J DEFGRID3
* xyz 0 1
O -0.756 -0.510 -0.380
Si -1.604 0.411 0.659
H -1.360 -0.878 -1.090
H -0.650 0.757 1.701
H -2.060 1.721 0.052
H -2.897 -0.263 1.229
O 2.287 -0.350 0.577
P 1.676 -1.093 -0.819
S 2.300 -0.047 -2.351
H 3.063 0.251 0.423
*
```

(12)
C4H11N4 as an isolated structure at a distorted geometry, computed with wB97M-V/def2-TZVPD.

Calculated values
frontier orbital gap: 9.9 eV
E_HOMO: -13.2777 eV
ΔE to the lowest compared entry with this formula, charge and spin: 80.2 kcal/mol

Geometry as ORCA input:
```
! wB97M-V def2-TZVPD RIJCOSX def2/J DEFGRID3
* xyz 1 1
C -0.945 -0.830 0.134
C -0.852 -0.496 -1.346
C 0.107 0.687 -1.405
C 0.029 -0.122 2.427
N -1.777 -1.678 0.584
N -0.121 -0.093 0.967
N 0.940 0.496 0.272
N 1.033 0.805 -2.343
H -0.418 -1.341 -1.874
H -1.986 -0.237 -1.576
H -0.212 1.640 -0.916
H -0.361 -1.125 2.876
H 1.113 0.074 2.454
H -0.594 0.689 2.905
H -1.541 -1.900 1.617
H 1.951 -0.008 0.283
H 1.074 1.482 0.485
H 1.534 1.691 -2.369
H 1.025 0.265 -3.175
*
```